Record 1
# C18H48BrN4O7V

A structure of composition C18H48BrN4O7V in a non-equilibrium geometry (the ωB97M-V functional and the def2-TZVPD basis, OMol25).

The geometry in XYZ format:
```
79
Properties=species:S:1:pos:R:3:mulliken_charge:R:1
O 14.5327 15.4592 -13.0659 -0.57
V 15.2290 16.4266 -11.9730 0.88
O 16.7646 15.9262 -11.8182 -0.42
Br 16.1676 18.5752 -13.6423 -0.59
C 13.4680 13.8069 -10.5799 -1.11
O 14.3559 14.9227 -10.3835 0.24
C 13.9973 15.6417 -9.1610 -0.66
C 15.2443 16.5596 -8.9441 -0.75
N 15.3180 17.6165 -9.9342 0.31
C 16.4861 18.4534 -9.6560 -0.95
C 16.7764 19.0310 -8.2702 -0.74
O 15.5983 19.8615 -8.0340 -0.29
C 15.6215 20.3781 -6.7650 -0.75
H 13.5554 13.0340 -9.8164 0.33
H 13.6506 13.3436 -11.5494 0.34
H 12.4127 14.0733 -10.6395 0.35
H 13.7338 15.0815 -8.2639 0.50
H 13.1126 16.2424 -9.3719 0.23
H 16.1011 15.8860 -8.9578 0.22
H 15.1347 17.0939 -8.0004 0.57
H 14.6166 18.2937 -9.6705 0.39
H 16.3572 19.3560 -10.2533 0.56
H 17.3997 17.9371 -9.9508 0.06
H 17.6359 19.7010 -8.2484 0.53
H 16.8481 18.1801 -7.5928 0.36
H 15.5939 19.5352 -6.0744 0.33
H 14.7431 21.0015 -6.5981 0.23
H 16.5289 20.9647 -6.6214 0.28
C 23.4366 12.7124 -11.7692 -1.51
C 22.1072 13.3368 -12.2108 0.28
C 21.0606 13.2713 -11.0218 -0.85
O 19.8936 13.9554 -11.3144 -0.05
C 18.7967 13.3114 -10.7025 -0.69
N 22.5301 14.6857 -12.6219 -0.54
H 23.2338 11.7025 -11.4128 0.42
H 23.9364 13.3053 -11.0032 0.33
H 24.1629 12.6063 -12.5750 0.38
H 21.7148 12.7718 -13.0563 0.32
H 21.3434 13.7639 -10.0915 0.33
H 21.0113 12.1906 -10.8885 0.39
H 18.5548 12.2972 -11.0205 0.35
H 17.8300 13.7628 -10.9256 -0.01
H 18.8854 13.1396 -9.6298 0.37
H 21.7107 15.2295 -12.8521 0.09
H 22.8025 15.2125 -11.8043 0.34
C 23.0609 18.7300 -15.8593 -1.54
C 22.6581 18.5778 -14.3521 0.35
C 21.2934 17.9161 -14.1915 -0.55
O 21.0826 17.4630 -12.8734 -0.42
C 19.7367 17.0926 -12.5550 -0.74
N 23.7172 17.7777 -13.7697 -0.71
H 22.9419 17.7966 -16.4094 0.39
H 24.0715 19.0600 -16.1000 0.38
H 22.3192 19.3459 -16.3677 0.39
H 22.7200 19.5727 -13.9110 0.22
H 21.2388 17.0310 -14.8254 0.22
H 20.4887 18.5767 -14.5143 0.50
H 19.0201 17.9000 -12.7055 0.40
H 19.7596 16.8115 -11.5021 0.18
H 19.4640 16.1612 -13.0511 0.31
H 23.3022 17.2317 -13.0282 0.26
H 23.9173 17.0021 -14.3850 0.35
C 10.8060 17.9412 -11.7704 -1.54
C 11.9913 17.1742 -12.4739 0.39
C 12.0570 17.2839 -14.0413 -0.72
O 11.0574 16.4447 -14.6559 -0.36
C 11.0909 16.4363 -16.0856 -0.75
N 13.1913 17.7136 -11.8974 -0.18
H 9.8261 17.7416 -12.2040 0.40
H 10.7809 19.0057 -12.0037 0.40
H 10.8310 17.8325 -10.6861 0.40
H 11.9750 16.1184 -12.2032 -0.08
H 12.9683 16.8724 -14.4753 0.45
H 11.9913 18.3500 -14.2586 0.38
H 12.0061 15.9484 -16.4209 0.30
H 11.0670 17.4400 -16.5100 0.31
H 10.2751 15.8252 -16.4716 0.27
H 13.3987 18.4773 -12.5248 0.28
H 12.9000 18.1267 -11.0230 0.20
```

The calculation puts the LUMO energy at -0.29 eV. The value obtained for the energy is -4978.2375 Ha. As for the charge: 0. For the relative energy (zero: lowest compared OMol25 entry of this formula, charge and spin), the calculation gives 50.0 kcal/mol. The highest occupied orbital energy comes out at -8.58 eV.


Record 2
# C18H48KN2O7

A structure of composition C18H48KN2O7 in a non-equilibrium geometry (the ωB97M-V functional and the def2-TZVPD basis, OMol25).

The geometry in XYZ format:
```
76
Properties=species:S:1:pos:R:3:mulliken_charge:R:1
K 0.3766 -0.1790 0.3191 0.76
C 0.4073 -6.1316 1.7299 -0.79
O 0.6945 -4.8522 1.1546 -0.27
C 1.3595 -3.9235 2.0188 -1.26
C 1.1442 -2.4508 1.6653 -0.19
N 1.3413 -2.0970 0.2655 0.16
C 2.7723 -1.9543 -0.0825 -1.06
C 2.8555 -1.4712 -1.5841 -0.74
O 2.0523 -0.3605 -1.8794 0.00
C 2.0056 -0.1234 -3.2488 -1.15
H 1.4143 -6.5458 1.7800 0.34
H -0.1904 -6.7448 1.0555 0.24
H -0.0493 -5.9560 2.7039 0.31
H 2.4232 -4.1610 2.0017 0.45
H 1.0158 -4.1128 3.0357 0.61
H 1.8109 -1.8533 2.2870 0.26
H 0.1524 -2.2015 2.0424 -0.19
H 1.0506 -2.9307 -0.2247 0.47
H 3.2703 -2.8970 0.1441 0.41
H 3.1574 -1.1916 0.5943 0.28
H 2.5308 -2.3067 -2.2043 0.46
H 3.8974 -1.2710 -1.8340 0.53
H 1.3178 0.6591 -3.5692 0.31
H 1.5951 -1.0016 -3.7472 0.42
H 2.9121 0.0903 -3.8150 0.33
C -4.3149 -0.4213 -0.8165 -0.89
O -3.2062 0.4167 -1.1114 -0.48
C -2.8803 1.1564 0.0403 -0.71
C -1.5635 1.8782 -0.3672 -0.82
N -0.9847 2.6226 0.7339 -0.08
C 0.2357 3.3699 0.3570 0.66
C 0.0150 4.6929 -0.3899 -1.24
O 1.2169 5.4695 -0.5143 -0.27
C 1.1911 6.7186 -1.1897 -0.78
H -4.5889 -1.0328 -1.6762 0.35
H -5.1800 0.2115 -0.6185 0.41
H -4.1585 -1.1774 -0.0471 0.31
H -2.6333 0.5161 0.8871 -0.64
H -3.6786 1.8370 0.3361 0.69
H -1.7527 2.6196 -1.1435 0.48
H -0.8319 1.1591 -0.7357 1.12
H -0.9259 2.0009 1.5277 0.45
H 0.9616 2.7695 -0.1914 -0.57
H 0.6343 3.6669 1.3271 0.59
H -0.6910 5.3203 0.1542 0.41
H -0.4903 4.3762 -1.3022 0.41
H 0.5206 7.4125 -0.6826 0.30
H 0.7493 6.5064 -2.1633 0.34
H 2.1932 7.1046 -1.3765 0.24
C -1.7213 -1.0933 -3.0460 -1.58
C -1.0940 -1.3748 -1.7070 -0.05
O -1.0056 -0.1881 -1.0014 -0.13
H -2.7341 -0.7318 -2.8679 0.29
H -1.8539 -2.0083 -3.6234 0.42
H -1.1491 -0.2719 -3.4772 0.28
H -0.0991 -1.8143 -1.7785 0.16
H -1.7239 -2.1228 -1.2254 0.26
H -1.8800 0.2043 -0.9454 0.61
C 3.1915 2.6393 0.7302 -1.09
C 2.2174 2.1577 1.7069 -0.41
O 1.2284 1.4092 1.0896 -0.33
H 3.9982 3.1084 1.2934 0.51
H 2.7484 3.3530 0.0357 0.27
H 3.5999 1.7911 0.1807 0.15
H 1.7036 3.0542 2.0540 0.21
H 2.7411 1.6120 2.4918 0.54
H 0.5098 1.2879 1.7145 0.26
C -2.6941 -2.4011 1.3980 -0.59
C -2.1827 -1.1822 2.2088 -0.47
O -0.9376 -0.7541 1.7688 -0.74
H -2.0202 -3.2425 1.5591 0.25
H -2.6520 -2.0602 0.3636 -0.39
H -3.6447 -2.7919 1.7608 0.43
H -2.0909 -1.5450 3.2325 0.36
H -2.8798 -0.3453 2.2503 0.67
H -0.7296 0.0844 2.1875 0.15
```

The calculation puts the LUMO energy at -2.73 eV. The value obtained for the energy is -1950.0223 Ha. As for the charge: +1. For the relative energy (zero: lowest compared OMol25 entry of this formula, charge and spin), the calculation gives 224.9 kcal/mol. The highest occupied orbital energy comes out at -11.28 eV.


Record 3
# C18H48N2O6

A cluster of 6 separate species, C18H48N2O6 in total in a non-equilibrium geometry (the ωB97M-V functional and the def2-TZVPD basis, OMol25).

The geometry in XYZ format:
```
74
Properties=species:S:1:pos:R:3:mulliken_charge:R:1
O 16.6685 -16.8317 23.9818 -0.30
H 17.2270 -16.2988 24.5525 0.56
H 16.0492 -16.1993 23.6103 0.29
H 16.0727 -17.3514 24.5263 0.39
O 13.6783 -15.8921 25.3800 -0.17
H 14.1059 -15.4354 26.1082 0.49
H 13.8888 -15.4693 24.5442 0.30
H 14.0451 -16.7787 25.4095 0.23
O 15.6586 -12.7730 23.7067 -0.32
H 15.7729 -12.8430 24.6573 0.41
H 15.1291 -13.5310 23.4485 0.45
H 16.4501 -12.8549 23.1696 0.44
O 14.7900 -15.0596 23.3283 -1.15
H 13.9114 -15.2547 22.9482 0.19
C 11.4350 -17.4632 27.8745 -1.63
C 10.7568 -18.0766 26.6016 0.93
C 9.8064 -16.9067 25.9801 -0.95
C 9.3300 -17.1421 24.5277 -0.76
C 10.5329 -17.4269 23.6337 -1.06
C 11.2912 -18.6828 24.0833 1.33
N 11.6834 -18.4916 25.5540 1.15
O 12.6632 -19.4084 25.9370 -0.31
C 10.4906 -19.9340 23.6296 -1.48
C 12.6305 -18.5947 23.2392 -2.18
C 9.8759 -19.3141 26.9149 -1.54
H 11.8966 -16.5195 27.5839 0.28
H 12.1796 -18.1851 28.2100 0.46
H 10.7238 -17.1753 28.6488 0.43
H 8.9198 -16.7238 26.5873 0.41
H 10.4358 -16.0176 26.0191 0.34
H 8.9066 -16.2166 24.1374 0.49
H 8.5430 -17.8825 24.3843 0.37
H 11.0900 -16.4908 23.5936 0.10
H 10.2439 -17.4792 22.5840 0.58
H 10.5129 -19.9547 22.5400 0.46
H 10.8778 -20.8677 24.0375 0.40
H 9.4395 -19.8369 23.9014 0.36
H 13.2369 -19.4532 23.5279 0.59
H 12.3445 -18.8436 22.2172 0.53
H 13.2392 -17.6960 23.3388 0.26
H 9.1809 -19.6930 26.1656 0.31
H 9.4047 -19.2546 27.8960 0.44
H 10.4926 -20.2042 27.0392 0.44
H 13.4840 -18.9492 25.7440 0.29
C 17.2469 -14.2263 18.7356 -1.54
C 16.0160 -15.1677 18.9368 1.33
C 15.7014 -15.8606 17.5102 -1.17
C 16.6338 -16.9914 17.0823 -0.64
C 16.5682 -18.0636 18.2016 -1.13
C 16.8862 -17.4917 19.7295 1.10
N 16.1110 -16.1998 19.9844 0.46
O 16.4614 -15.6923 21.2218 -0.38
C 16.1312 -18.4544 20.7334 -1.54
C 18.3798 -17.4747 20.0447 -1.36
C 14.8089 -14.2426 19.2008 -1.90
H 17.4027 -13.8121 19.7318 0.31
H 18.1134 -14.8565 18.5354 0.27
H 17.0847 -13.3268 18.1417 0.42
H 14.6771 -16.2211 17.6043 0.46
H 15.6203 -15.1761 16.6658 0.41
H 16.3676 -17.4616 16.1357 0.43
H 17.6593 -16.6367 16.9790 0.31
H 17.3015 -18.8351 17.9669 0.43
H 15.5882 -18.5377 18.1482 0.40
H 16.1938 -18.2469 21.8017 -0.02
H 16.6293 -19.4117 20.5803 0.54
H 15.0945 -18.6331 20.4482 0.41
H 18.6000 -17.5562 21.1091 0.30
H 18.9067 -16.6184 19.6236 0.27
H 18.7277 -18.4308 19.6537 0.44
H 14.9344 -13.7125 20.1449 0.33
H 14.6305 -13.4438 18.4808 0.45
H 13.8949 -14.8362 19.2164 0.38
H 15.6090 -15.5403 21.6363 0.34
```

The spin multiplicity is 2. The calculation puts the LUMO energy (spin up / spin down) at -11.47 / -12.18 eV. The value obtained for the energy is -1274.2001 Ha. As for the charge: +3. For the relative energy (zero: lowest compared OMol25 entry of this formula, charge and spin), the calculation gives 17.5 kcal/mol. The highest occupied orbital energy (spin up / spin down) comes out at -14.98 / -14.98 eV. The expectation value of S² is 0.75.


Record 4
# C18H48N3O9

A cluster of 7 separate species, C18H48N3O9 in total in a non-equilibrium geometry (the ωB97M-V functional and the def2-TZVPD basis, OMol25).

The geometry in XYZ format:
```
78
Properties=species:S:1:pos:R:3:mulliken_charge:R:1
C -0.0683 2.3417 -3.2442 -0.64
C -0.1392 0.9184 -3.8085 0.66
O -0.5680 0.7509 -5.0509 -0.49
N 0.3660 -0.3407 -3.0874 0.81
H 1.4174 -0.0403 -2.8985 0.59
H 0.1867 -0.1344 -2.2308 -0.90
C 0.0359 -1.5540 -3.7421 -0.62
H -0.9943 2.7152 -2.7943 0.28
H 0.3221 2.8662 -4.2911 0.37
H 0.9299 2.5917 -2.4251 0.07
H -1.1313 -1.6639 -4.0065 0.23
H 0.1978 -2.4408 -3.1253 0.29
H 0.5077 -1.8173 -4.7429 0.40
C 4.8445 2.1457 1.6610 -1.24
C 4.2634 0.7191 1.8750 0.80
O 4.6541 0.0377 2.8603 -0.43
N 3.3464 0.2863 0.7946 0.26
H 2.3643 0.4452 0.9442 -0.24
H 3.6164 0.7664 -0.1216 0.44
C 3.2557 -1.2567 0.6240 -0.70
H 4.1469 3.0356 1.5424 0.15
H 5.3377 2.1152 0.7046 0.46
H 5.6281 2.2379 2.3244 0.42
H 2.6092 -1.5718 -0.1681 0.20
H 2.9590 -1.8666 1.5166 0.21
H 4.1841 -1.5646 0.1067 0.51
N -0.9053 0.0118 -0.0311 0.80
O -1.2847 -0.0244 1.1971 -0.69
O -1.4619 -0.5473 -0.9339 -0.65
O 0.4103 0.0642 -0.1231 -0.20
C 1.6630 -1.4258 5.0164 -1.62
C 0.5236 -1.3613 4.0482 1.06
C -0.8675 -0.8883 4.6324 -1.42
O 0.9516 -0.5195 2.9271 -0.20
H 2.6560 -1.6841 4.5017 0.24
H 1.4109 -2.0082 6.0216 0.30
H 1.7323 -0.5911 5.4737 0.63
H 0.5992 -2.4551 3.6472 -0.06
H -1.2903 -0.4584 3.7373 0.25
H -0.8306 -0.3299 5.5435 0.34
H -1.3029 -1.7335 4.8879 0.54
H 0.2031 -0.2047 2.2730 -0.09
C 0.8864 4.0172 -0.0714 -1.22
C 1.1590 3.9549 1.4656 0.34
C 0.0478 4.3832 2.4731 -1.41
O 1.4346 2.5783 1.7477 -0.30
H 1.7009 3.5058 -0.4798 0.23
H 1.0441 4.9622 -0.4092 0.60
H -0.1913 3.7351 -0.2945 0.24
H 2.1803 4.3851 1.5881 0.22
H -0.4745 5.4187 2.2740 0.30
H 0.5085 4.1633 3.3076 0.51
H -0.7803 3.6128 2.4295 0.31
H 0.6742 1.9163 1.6814 0.12
C -3.7809 1.1143 -4.3435 -1.43
C -5.0634 0.9262 -3.4983 0.66
C -4.9540 -0.0752 -2.3100 -1.69
O -5.5535 2.1366 -3.2101 -0.59
H -3.9082 1.6825 -5.1838 0.56
H -3.4531 0.1377 -4.7607 0.29
H -3.1116 1.4404 -3.7509 0.22
H -5.7769 0.5539 -4.2152 0.20
H -5.7193 0.1112 -1.8129 0.65
H -4.2478 0.0701 -1.6100 0.39
H -5.0734 -1.0913 -2.6271 0.41
H -5.4010 2.7845 -3.9302 0.34
C -0.5332 -5.4291 -0.2383 -1.71
C -1.0146 -4.0781 0.1162 0.79
C -0.0171 -3.8342 1.2951 -1.12
O -0.8380 -3.2248 -0.9680 -0.37
H -0.8659 -6.2157 0.4786 0.40
H 0.4333 -5.5535 -0.5089 0.43
H -1.0579 -5.8421 -1.1268 0.39
H -2.1547 -4.0223 0.3713 0.24
H -0.1856 -2.9565 1.5464 0.13
H 0.9100 -3.8170 0.9792 0.39
H -0.4255 -4.5765 2.1549 0.34
H -0.8761 -2.4399 -0.5948 0.01
```

The calculation puts the LUMO energy at -3.93 eV. The value obtained for the energy is -1555.2278 Ha. As for the charge: +1. For the relative energy (zero: lowest compared OMol25 entry of this formula, charge and spin), the calculation gives 65.7 kcal/mol. The highest occupied orbital energy comes out at -11.52 eV.